Entry from the Open Molecules 2025 dataset: the molecule C5H8N4 at a distorted geometry (the ωB97M-V functional and the def2-TZVPD basis).

Geometry as XYZ:
```
17
Properties=species:S:1:pos:R:3:mulliken_charge:R:1
C -1.4625 -0.0827 -1.2506 -0.83
C -0.7263 -0.6653 -0.3435 0.54
C -1.1507 -1.7315 0.6581 -1.26
N 0.5922 -0.4174 -0.1777 0.50
N 1.6273 -1.3155 -0.4316 -0.29
N 2.7091 -0.6714 -0.3073 -0.44
N 2.4978 0.6130 -0.0635 -0.34
C 1.2128 0.8197 0.0115 0.51
C 0.6193 2.1102 0.5157 -1.03
H -0.9484 0.5195 -1.9548 0.35
H -2.4620 -0.4404 -1.6701 0.28
H -0.8191 -2.6423 0.4211 0.39
H -0.7091 -1.4841 1.5583 0.39
H -2.3389 -1.8043 0.7382 0.30
H 0.3050 1.7804 1.5611 0.24
H 1.3311 2.8981 0.6416 0.34
H -0.2775 2.5141 0.0936 0.34
```

Energy relative to the best compared isomer or geometry (same formula, charge and spin), kJ/mol: 216.7
Calculated total energy, eV: -11272.3063
Spin multiplicity: 1
Orbital gap, eV: 10.76
Structure (SMILES): C=C(C)n1nnnc1C